Entry 1:
The following is a DFT calculation (ωB97M-V/def2-TZVPD) of a gas-phase ion, C3H9N2 (charge +1) in a non-equilibrium geometry.

Structure (XYZ):
```
14
Properties=species:S:1:pos:R:3:mulliken_charge:R:1
C 0.82945 0.63157 1.07173 -1.198
C 0.20397 -0.17453 -0.09274 0.409
N 1.27188 -0.75110 -0.96606 -0.287
C -1.09690 -0.19831 -0.40731 -0.375
N -2.05579 0.58444 0.22672 -0.487
H 1.23830 0.10916 1.92108 0.320
H 1.68116 1.03086 0.49258 0.329
H 0.29366 1.49161 1.46540 0.364
H 1.50793 -0.27225 -1.83702 0.331
H 2.11898 -1.14206 -0.55133 0.364
H 0.59573 -1.49186 -1.21679 0.442
H -1.49600 -0.77247 -1.23269 0.251
H -2.09366 0.56267 1.23861 0.254
H -2.99872 0.39226 -0.11218 0.283
```

## Properties
total charge	+1
Kohn-Sham gap	9.65	eV
SMILES	C/C([NH3+])=C\N
HOMO energy	-13.29	eV
largest force on an atom	0.0730	Eh/bohr
multiplicity	1

Entry 2:
The following is a DFT calculation (ωB97M-V/def2-TZVPD) of 2 unconnected molecules or ions with the total composition C3H9N2 in a non-equilibrium geometry.

Structure (XYZ):
```
14
Properties=species:S:1:pos:R:3:mulliken_charge:R:1
C 0.59816 1.57227 0.95153 -1.481
C -1.33945 -2.67753 -0.65464 -0.205
C 1.00879 1.25316 -0.47318 0.020
N -0.35308 -0.53118 -0.27024 -0.132
N 0.34843 0.16675 -0.94537 -0.149
H 0.98019 1.01045 1.71126 0.455
H 0.84154 2.70263 1.14346 0.310
H -0.42471 1.54742 0.97920 0.490
H -2.21759 -2.16006 -1.00664 0.296
H -1.63004 -2.94606 0.41123 0.278
H -0.35331 -2.74784 -1.07353 0.313
H 2.09840 1.06772 -0.39842 0.253
H 0.84898 2.10060 -1.15164 0.327
H -0.40628 -0.35834 0.77697 0.226
```

## Properties
total charge	+1
Kohn-Sham gap (spin up / spin down)	7.65 / 7.65	eV
HOMO energy (spin up / spin down)	-14.47 / -14.47	eV
largest force on an atom	0.1054	Eh/bohr
multiplicity	1